Here is a cluster of 13 separate species, C42H77Br30N3OS2 in total at a distorted geometry from OMol25. Energies are from ωB97M-V/def2-TZVPD.

Calculated values
HOMO-LUMO gap = 7.9 eV
HOMO level = -8.13 eV

Atoms and positions in Å:
N -3.826 -2.827 0.161
C -2.837 -3.253 0.682
C -1.622 -3.768 1.596
C -0.257 -3.929 0.768
C -0.598 -4.693 -0.603
N -0.902 -5.396 -1.521
C 0.557 -2.570 0.528
C 0.539 -1.562 1.797
C 1.529 -0.316 1.634
S 1.380 0.813 3.116
C -0.286 1.604 3.190
S -0.331 3.236 3.637
N -1.558 0.916 2.926
C -2.597 1.809 2.358
C -3.822 0.828 1.916
O -4.427 0.321 3.128
C -3.520 -0.510 3.884
C -2.046 0.126 4.097
H -1.525 -3.162 2.563
H -1.929 -4.839 1.935
H 0.430 -4.612 1.398
H 0.255 -2.011 -0.437
H 1.667 -2.864 0.376
H 0.758 -2.210 2.732
H -0.553 -1.223 1.913
H 1.357 0.275 0.671
H 2.619 -0.678 1.608
H -2.200 2.389 1.441
H -3.048 2.533 3.137
H -3.355 -0.074 1.375
H -4.582 1.371 1.263
H -3.401 -1.564 3.414
H -4.017 -0.693 4.910
H -1.330 -0.782 4.189
H -1.974 0.788 5.034
Br 4.042 -4.040 3.150
C 5.491 -2.890 3.768
C 4.956 -1.656 4.451
Br 4.297 -0.358 3.155
H 6.112 -2.668 2.900
H 6.060 -3.503 4.469
H 5.752 -1.140 4.991
H 4.134 -1.865 5.137
Br -6.469 -0.840 -2.866
C -4.722 -0.761 -3.728
C -3.612 -1.031 -2.743
Br -3.275 0.523 -1.615
H -4.647 0.216 -4.206
H -4.750 -1.536 -4.497
H -2.670 -1.212 -3.264
H -3.820 -1.868 -2.075
Br -1.773 0.573 -5.679
C -2.158 -0.918 -6.877
C -2.203 -2.225 -6.128
Br -0.409 -2.859 -5.697
H -1.404 -0.897 -7.663
H -3.134 -0.689 -7.311
H -2.639 -3.007 -6.747
H -2.751 -2.164 -5.188
Br 0.470 -0.914 -9.596
C 1.970 0.182 -9.005
C 1.497 1.457 -8.353
Br 0.905 2.754 -9.684
H 2.603 0.351 -9.877
H 2.508 -0.440 -8.286
H 2.318 1.947 -7.825
H 0.666 1.307 -7.664
Br -0.520 2.554 -1.055
C 0.886 3.810 -0.555
C 1.959 3.854 -1.611
Br 3.109 2.284 -1.495
H 1.255 3.507 0.425
H 0.388 4.778 -0.466
H 2.622 4.707 -1.457
H 1.564 3.887 -2.626
Br 3.318 1.968 4.419
C 4.788 3.105 5.024
C 4.273 4.348 5.709
Br 3.620 5.650 4.413
H 5.406 3.318 4.151
H 5.356 2.488 5.724
H 5.079 4.857 6.241
H 3.454 4.151 6.401
Br 4.155 -1.889 -6.622
C 5.301 -0.423 -7.207
C 5.915 0.290 -6.030
Br 4.617 1.458 -5.163
H 4.691 0.227 -7.834
H 6.073 -0.891 -7.820
H 6.720 0.949 -6.356
H 6.294 -0.387 -5.264
Br -1.073 -0.281 7.967
C 0.735 -0.994 8.120
C 1.750 -0.025 7.566
Br 1.758 -0.047 5.612
H 0.741 -1.961 7.616
H 0.891 -1.147 9.190
H 2.761 -0.317 7.859
H 1.572 1.007 7.871
Br 6.955 3.002 -8.126
C 6.133 3.468 -9.832
C 5.179 2.394 -10.291
Br 6.135 0.858 -11.018
H 6.945 3.654 -10.535
H 5.600 4.401 -9.645
H 4.558 2.756 -11.112
H 4.536 2.019 -9.493
Br 2.281 -3.375 -3.634
C 1.754 -5.248 -3.748
C 2.917 -6.120 -4.148
Br 3.291 -5.969 -6.056
H 0.915 -5.301 -4.443
H 1.405 -5.507 -2.747
H 2.681 -7.174 -3.988
H 3.840 -5.876 -3.623
Br -2.855 -5.898 4.211
C -3.344 -7.774 4.013
C -2.165 -8.600 3.563
Br -1.810 -8.349 1.663
H -4.186 -7.812 3.322
H -3.679 -8.087 5.003
H -2.376 -9.665 3.675
H -1.243 -8.360 4.093
Br -3.624 5.516 9.296
C -4.111 3.635 9.146
C -2.930 2.796 8.725
Br -2.565 2.993 6.820
H -4.950 3.578 8.452
H -4.451 3.349 10.143
H -3.143 1.735 8.865
H -2.011 3.051 9.252
Br -1.138 8.574 10.332
C -1.804 7.954 12.056
C -0.885 6.922 12.660
Br -1.107 5.188 11.798
H -2.817 7.586 11.892
H -1.845 8.847 12.683
H -1.133 6.752 13.709
H 0.170 7.184 12.579
Br -1.854 -3.651 -9.073
C -3.265 -3.537 -10.414
C -4.428 -2.716 -9.915
Br -5.520 -3.728 -8.656
H -3.538 -4.559 -10.676
H -2.799 -3.058 -11.277
H -5.101 -2.464 -10.736
H -4.123 -1.801 -9.407
Br -3.423 5.521 1.503
C -3.331 4.527 -0.172
C -4.435 4.936 -1.113
Br -6.140 4.151 -0.586
H -3.353 3.469 0.085
H -2.355 4.773 -0.593
H -4.245 4.554 -2.118
H -4.583 6.015 -1.162

Here are the Mulliken charges for atoms 1 to 2, given in e:
1. N -0.61
2. C 0.14